{"formula": "C17H17FN2O5S", "method": "the ωB97M-V functional and the def2-TZVPD basis", "lumo_ev": 0.536, "relative_energy_ev": 0.148, "smiles": "O=C(CNS(=O)(=O)c1ccccc1)NCC(=O)OCc1ccccc1F", "elements": ["O", "C", "N", "C", "C", "O", "O", "C", "C", "C", "C", "C", "C", "C", "F", "H", "H", "H", "H", "H", "H", "H", "H", "H", "C", "N", "S", "O", "O", "C", "C", "C", "C", "C", "C", "H", "H", "H", "H", "H", "H", "H", "H"], "coordinates": [[-2.4161, -0.3672, -1.8775], [-3.1665, -0.2752, -0.9296], [-3.5365, -1.3336, -0.1729], [-2.7847, -2.5697, -0.2501], [-1.6883, -2.5303, 0.8173], [-1.8208, -2.9632, 1.9298], [-0.6001, -1.9373, 0.3494], [0.4261, -1.6504, 1.2956], [1.7101, -1.3477, 0.5845], [2.0055, -1.8776, -0.6642], [3.2132, -1.6055, -1.2828], [4.1525, -0.8019, -0.6601], [3.8784, -0.2559, 0.5816], [2.6644, -0.5325, 1.1795], [2.4022, 0.0124, 2.3883], [4.5869, 0.3778, 1.0907], [5.0978, -0.5969, -1.1385], [3.4236, -2.0282, -2.2533], [1.2716, -2.5016, -1.1486], [0.5458, -2.5153, 1.9640], [0.1016, -0.7982, 1.9039], [-2.3409, -2.6231, -1.2457], [-3.4509, -3.4139, -0.0626], [-3.9490, -1.1449, 0.7292], [-3.8350, 1.0509, -0.5664], [-2.7864, 2.0221, -0.3220], [-1.7269, 1.7006, 0.9489], [-1.8713, 2.7416, 1.9272], [-1.9614, 0.3465, 1.3712], [-0.1188, 1.8495, 0.1894], [0.8330, 2.6142, 0.8359], [2.0868, 2.7558, 0.2649], [2.3677, 2.1342, -0.9416], [1.4041, 1.3655, -1.5749], [0.1487, 1.2149, -1.0072], [-0.6127, 0.6230, -1.4882], [1.6277, 0.8826, -2.5133], [3.3424, 2.2504, -1.3915], [2.8395, 3.3501, 0.7599], [0.5736, 3.0888, 1.7687], [-3.1213, 2.9706, -0.2534], [-4.4123, 1.3887, -1.4315], [-4.5033, 0.9299, 0.2960]], "nbo_charge": [-0.628, 0.690, -0.593, -0.323, 0.797, -0.588, -0.498, -0.103, -0.114, -0.179, -0.226, -0.203, -0.274, 0.406, -0.328, 0.230, 0.217, 0.217, 0.227, 0.219, 0.227, 0.249, 0.221, 0.407, -0.310, -0.851, 2.306, -0.938, -0.963, -0.363, -0.188, -0.211, -0.181, -0.226, -0.127, 0.258, 0.223, 0.217, 0.219, 0.245, 0.411, 0.238, 0.190]}

***

{"formula": "C17H17N10O2S4Ta", "method": "the ωB97M-V functional and the def2-TZVPD basis", "s_squared": 0.7646, "lumo_ev": [-9.959, -10.805], "spin_multiplicity": 2, "relative_energy_ev": 1.407, "charge": 3, "elements": ["Ta", "N", "N", "C", "N", "S", "H", "H", "H", "H", "H", "N", "C", "N", "C", "N", "N", "C", "N", "C", "C", "C", "C", "C", "N", "H", "H", "H", "H", "H", "H", "H", "H", "S", "C", "O", "S", "O", "N", "C", "S", "C", "C", "C", "C", "C", "C", "H", "H", "H", "H"], "coordinates": [[0.0838, -0.1680, -0.8568], [-0.6130, -2.2289, 0.2539], [-0.0073, -3.4125, -0.2154], [1.0790, -3.3582, -0.9965], [1.6734, -4.4810, -1.3343], [1.7424, -1.8730, -1.5809], [-0.3851, -2.1322, 1.2456], [-1.6234, -2.3456, 0.1859], [-0.3317, -4.2868, 0.1786], [1.3699, -5.3892, -1.0087], [2.4910, -4.4542, -1.9277], [-2.1677, 1.5326, 1.2164], [-2.8130, 0.8403, 0.2683], [-4.1155, 0.7209, 0.3871], [-4.7567, 0.0782, -0.5933], [-6.0496, -0.1260, -0.4896], [-4.1449, -0.3610, -1.7410], [-2.8645, -0.2316, -1.7667], [-2.0719, 0.2672, -0.7538], [-2.1344, -0.5766, -3.0062], [-2.7797, -0.8499, -4.1912], [-2.0087, -1.0048, -5.3375], [-0.6331, -0.8670, -5.2483], [-0.0584, -0.6216, -4.0148], [-0.7944, -0.4927, -2.8991], [-2.7573, 2.0066, 1.8872], [-1.2839, 1.9686, 1.0138], [-6.5528, 0.2143, 0.3163], [-6.5577, -0.5594, -1.2451], [-3.8584, -0.9057, -4.2114], [-2.4811, -1.2070, -6.2898], [-0.0014, -0.9435, -6.1221], [1.0117, -0.5143, -3.9139], [2.0581, 2.6040, -0.7642], [1.0748, 1.4382, -1.2119], [4.9361, 2.9676, 0.9051], [3.7706, 3.3452, 1.6118], [3.2263, 4.6500, 1.6092], [2.4553, 2.2745, 0.9017], [2.0109, 1.3762, 1.7364], [0.8357, 0.1142, 1.4945], [2.6388, 1.5005, 3.0631], [2.3725, 0.7463, 4.1957], [3.0683, 1.0362, 5.3649], [4.0092, 2.0573, 5.4059], [4.2869, 2.8285, 4.2753], [3.5875, 2.5203, 3.1321], [1.6387, -0.0473, 4.1809], [2.8718, 0.4593, 6.2580], [4.5371, 2.2641, 6.3273], [5.0160, 3.6273, 4.3050]], "mulliken_spin": [0.751, 0.004, -0.003, 0.002, -0.002, -0.024, 0.000, 0.003, 0.000, 0.000, 0.001, 0.007, -0.004, -0.001, 0.002, 0.010, 0.008, 0.009, 0.010, 0.009, 0.001, 0.000, 0.004, -0.005, -0.014, 0.000, -0.002, 0.000, 0.000, 0.000, 0.000, 0.000, -0.007, 0.228, -0.005, -0.001, 0.002, 0.000, -0.019, 0.012, -0.005, 0.008, 0.008, -0.003, 0.010, -0.002, 0.005, 0.001, 0.000, 0.000, 0.000]}

***

{"formula": "C17H17N3O2", "method": "the ωB97M-V functional and the def2-TZVPD basis", "lumo_ev": -1.103, "relative_energy_ev": 15.590, "smiles": "COc1ccccc1-c1c(C)nn2c(C)c(C(C)=O)cnc12", "elements": ["C", "H", "O", "C", "C", "C", "C", "C", "C", "C", "C", "N", "C", "C", "C", "N", "N", "C", "C", "H", "H", "H", "C", "H", "H", "H", "C", "O", "C", "H", "H", "H", "H", "H", "H", "H", "H", "H", "H"], "coordinates": [[-2.0933, -1.1632, -2.1841], [-1.5035, -0.2065, -2.4220], [-3.1163, -0.9578, -1.4578], [-3.2549, -0.0483, -0.5514], [-4.5101, 0.4542, -0.5415], [-4.7312, 1.6222, 0.5126], [-3.6709, 2.0475, 1.3384], [-2.3923, 1.5410, 0.9430], [-2.2738, 0.4276, 0.1523], [-0.9104, -0.3649, 0.2743], [0.2691, 0.3954, 0.1175], [0.6740, 1.4982, -0.3469], [2.0841, 1.3614, -0.4809], [3.0356, 0.5926, -0.1140], [2.5333, -0.7695, 0.0458], [1.1345, -0.9121, 0.4271], [0.5824, -2.1556, 0.6541], [-0.7824, -1.7306, 0.6855], [-1.6733, -2.5729, 0.9000], [-2.2934, -2.3405, 2.0120], [-1.3594, -3.6579, 1.0020], [-2.6649, -2.6420, 0.3513], [3.3305, -1.8902, 0.3935], [4.0661, -2.0149, -0.2288], [2.6616, -2.6824, -0.0118], [3.8629, -2.0284, 1.3211], [4.4487, 0.7066, -0.3183], [4.7953, 1.8862, -1.1648], [5.3658, 0.2374, 0.7341], [5.0384, 0.0039, 1.6587], [6.2850, 1.0778, 0.6970], [5.8104, -0.6652, 0.0579], [2.4517, 2.5623, -0.6322], [-1.5387, 1.7298, 1.6112], [-3.7082, 2.9695, 1.8200], [-5.5923, 2.4020, 0.5903], [-5.3390, 0.2778, -1.1482], [-2.5125, -1.5144, -2.9611], [-1.4328, -1.8315, -1.8547]], "nbo_charge": [-0.197, 0.152, -0.497, 0.328, -0.243, -0.184, -0.269, -0.136, -0.140, -0.184, 0.391, -0.429, 0.136, -0.327, 0.354, -0.176, -0.303, 0.147, -0.668, 0.243, 0.255, 0.272, -0.716, 0.225, 0.269, 0.260, 0.529, -0.565, -0.710, 0.231, 0.285, 0.255, 0.221, 0.207, 0.210, 0.219, 0.225, 0.177, 0.155]}

***

{"formula": "C17H17N3O3Pt", "method": "the ωB97M-V functional and the def2-TZVPD basis", "s_squared": 0.8095, "lumo_ev": [-3.939, -5.394], "spin_multiplicity": 2, "relative_energy_ev": 1.654, "charge": 1, "elements": ["Pt", "C", "C", "O", "C", "C", "C", "N", "N", "C", "O", "C", "C", "C", "C", "C", "C", "H", "H", "H", "H", "H", "H", "H", "H", "H", "H", "H", "H", "O", "N", "C", "C", "C", "C", "C", "H", "H", "H", "H", "H"], "coordinates": [[1.8398, -0.1564, -1.0836], [2.7337, 3.7025, -2.2082], [1.8409, 2.5043, -2.1869], [2.3762, 1.3769, -2.3004], [0.4273, 2.6648, -2.1245], [-0.5042, 1.6909, -1.8411], [-1.9705, 1.9499, -1.9667], [-0.1134, 0.4745, -1.3816], [-1.0425, -0.4096, -1.0810], [-0.5211, -1.5262, -0.5382], [0.7072, -1.6236, -0.2475], [-1.4268, -2.6535, -0.2750], [-0.9347, -3.7867, 0.3692], [-1.7523, -4.8881, 0.5503], [-3.0629, -4.8601, 0.0895], [-3.5673, -3.7185, -0.5166], [-2.7530, -2.6131, -0.6994], [3.5622, 3.5273, -1.5220], [2.2047, 4.6137, -1.9402], [3.1678, 3.8210, -3.2039], [0.0506, 3.6560, -2.3391], [-2.1557, 2.9537, -2.3379], [-2.4611, 1.8141, -1.0027], [-2.4123, 1.2254, -2.6514], [0.0902, -3.7917, 0.7147], [-1.3688, -5.7720, 1.0423], [-3.6922, -5.7339, 0.1995], [-4.5946, -3.6929, -0.8544], [-3.1280, -1.7228, -1.1841], [3.0729, 0.2639, 0.6616], [2.3073, 0.5920, 1.6961], [1.9940, 1.8799, 1.8991], [1.1625, 2.2378, 2.9396], [0.6671, 1.2584, 3.7861], [1.0560, -0.0546, 3.5872], [1.8872, -0.3684, 2.5310], [2.4392, 2.5722, 1.2010], [0.9165, 3.2803, 3.0807], [-0.0044, 1.5176, 4.5933], [0.7248, -0.8430, 4.2477], [2.2379, -1.3620, 2.2973]], "mulliken_spin": [0.094, 0.001, 0.046, 0.062, 0.226, -0.101, 0.003, 0.268, 0.257, 0.014, 0.077, 0.006, 0.013, -0.006, 0.024, -0.013, 0.031, 0.002, -0.003, 0.008, 0.014, 0.000, -0.004, -0.004, 0.001, 0.000, 0.001, 0.000, 0.005, -0.012, 0.000, -0.005, 0.003, -0.005, 0.002, -0.004, -0.001, 0.000, 0.000, 0.000, 0.001]}

***

{"formula": "C17H17N3OS", "method": "the ωB97M-V functional and the def2-TZVPD basis", "lumo_ev": 0.605, "relative_energy_ev": 1.430, "smiles": "CCc1cc(C(=O)N/N=C/c2c(C)[nH]c3ccccc23)cs1", "elements": ["C", "H", "H", "H", "C", "C", "C", "C", "C", "S", "H", "C", "O", "N", "N", "C", "C", "C", "N", "C", "C", "C", "C", "C", "C", "H", "H", "H", "H", "H", "C", "H", "H", "H", "H", "H", "H", "H", "H"], "coordinates": [[2.1929, 2.1908, -4.4643], [3.1379, 2.6129, -4.7970], [1.7988, 1.5531, -5.2521], [1.4895, 3.0023, -4.2919], [2.3941, 1.3840, -3.1803], [1.1116, 0.7856, -2.7141], [0.7074, -0.5084, -2.7872], [-0.5944, -0.7207, -2.2589], [-1.1669, 0.4345, -1.8203], [-0.1273, 1.7862, -2.0192], [-2.1397, 0.5729, -1.3917], [-1.2648, -2.0462, -2.2461], [-1.3742, -2.7431, -3.2366], [-1.8311, -2.4381, -1.0680], [-1.7737, -1.8881, 0.1821], [-0.6900, -1.3332, 0.5754], [-0.5705, -0.6565, 1.8263], [-1.4979, -0.5431, 2.8471], [-0.9658, 0.2094, 3.8501], [0.3012, 0.6135, 3.5149], [1.2099, 1.3961, 4.2108], [2.4224, 1.6534, 3.6042], [2.7196, 1.1479, 2.3377], [1.8189, 0.3671, 1.6451], [0.5910, 0.0856, 2.2372], [2.0616, -0.0138, 0.6641], [3.6776, 1.3771, 1.8951], [3.1553, 2.2594, 4.1154], [0.9751, 1.7906, 5.1884], [-1.4393, 0.4367, 4.7092], [-2.8619, -1.1140, 2.9473], [-3.5725, -0.3578, 3.2795], [-2.8807, -1.9352, 3.6647], [-3.1544, -1.4943, 1.9737], [0.2108, -1.3232, -0.0415], [-2.4570, -3.2333, -1.1258], [1.3076, -1.3046, -3.1898], [2.7975, 2.0391, -2.4040], [3.1116, 0.5806, -3.3599]], "nbo_charge": [-0.593, 0.209, 0.211, 0.206, -0.433, -0.172, -0.249, -0.178, -0.387, 0.440, 0.244, 0.641, -0.593, -0.451, -0.289, 0.096, -0.227, 0.265, -0.513, 0.120, -0.238, -0.221, -0.217, -0.226, 0.004, 0.214, 0.210, 0.213, 0.213, 0.412, -0.672, 0.218, 0.227, 0.270, 0.179, 0.402, 0.234, 0.215, 0.218]}

***

{"formula": "C17H17N3S", "method": "the ωB97M-V functional and the def2-TZVPD basis", "lumo_ev": 0.355, "relative_energy_ev": 12.865, "elements": ["S", "C", "N", "N", "C", "N", "C", "C", "C", "C", "C", "C", "C", "H", "H", "H", "H", "H", "H", "H", "C", "H", "H", "C", "C", "C", "C", "C", "C", "C", "H", "H", "H", "H", "H", "H", "H", "H"], "coordinates": [[-1.2808, -3.3326, -0.0029], [-0.3348, -2.0475, 0.4528], [0.5868, -1.8941, 1.4281], [0.9864, -0.7699, 1.5858], [0.3643, -0.1825, 0.5714], [-0.5946, -0.8346, 0.0301], [-1.5622, -0.4508, -0.8606], [-2.8518, 0.0468, -0.5808], [-4.0063, -0.0719, -1.3617], [-5.1672, 0.1814, -0.7894], [-5.4103, 0.8731, 0.5412], [-4.3421, 0.8912, 1.2316], [-2.9599, 0.2934, 0.7327], [-2.1022, 0.6569, 1.5328], [-4.3527, 1.1209, 2.2248], [-6.4009, 0.8887, 1.0314], [-6.0361, -0.0385, -1.3646], [-3.8802, -0.5095, -2.1983], [-1.4809, -1.0479, -1.7952], [-1.0877, 0.5847, -1.4425], [0.6032, 1.4218, 0.3966], [1.0072, 1.9047, 1.5456], [-0.2703, 2.1055, 0.3505], [1.5607, 1.6243, -0.5270], [2.8302, 0.8763, -0.7305], [2.9782, -0.5424, -1.0537], [3.9891, -1.5736, -0.8000], [5.0518, -0.7871, -0.0250], [4.8835, 0.2821, 0.6732], [3.9111, 1.0995, 0.3883], [3.8495, 2.2371, 0.7039], [5.7385, 0.6421, 1.0628], [5.8916, -1.5516, 0.2210], [3.9896, -2.5039, -1.2564], [2.0565, -0.9824, -1.6713], [1.1657, 1.4911, -1.5912], [1.9433, 2.6292, -0.9508], [0.7338, -2.7298, 2.2971]], "nbo_charge": [-0.316, 0.198, -0.314, -0.235, 0.366, -0.403, -0.198, -0.070, -0.225, -0.129, -0.247, -0.162, -0.217, 0.222, 0.192, 0.228, 0.203, 0.202, 0.258, 0.211, -0.420, 0.216, 0.252, -0.515, -0.049, -0.182, -0.234, -0.110, -0.346, -0.104, 0.200, 0.222, 0.201, 0.230, 0.179, 0.215, 0.254, 0.427]}